(1)
Density functional theory data (the ωB97M-V functional and the def2-TZVPD basis) for a molecular structure, C13H12BN8OSn.

XYZ file:
```
36
C13H12BN8OSn the ωB97M-V functional and the def2-TZVPD basis
H -1.87 0.78 -2.39
C -0.06 2.63 2.77
H -1.38 2.33 -4.24
Sn 0.02 -2.20 2.32
O 0.34 -5.67 4.68
C 2.52 -2.21 0.44
H 2.84 -3.05 1.05
H 1.81 2.33 -1.34
C -0.70 2.17 -3.41
N -0.03 1.28 -1.49
N -0.02 1.18 1.08
C 3.17 -1.64 -0.64
N -0.13 0.43 2.30
H 2.46 0.02 -1.91
C -0.15 1.27 3.28
N -1.27 -0.57 -0.31
N -1.74 -1.56 0.57
N 1.35 -1.59 0.67
H -0.10 3.56 3.32
B 0.05 0.33 -0.28
H -4.30 -1.48 -1.72
C 0.53 2.74 -3.11
C 2.34 -0.64 -1.07
C -2.30 -0.65 -1.07
H -3.50 -2.75 0.60
N -1.02 1.31 -2.43
H -0.22 0.97 4.32
C 0.91 2.16 -1.92
H 0.10 3.22 0.58
H 1.06 3.47 -3.69
C -3.41 -1.35 -1.12
C -2.93 -1.98 0.10
C 0.25 -4.74 4.06
C 0.02 2.45 1.34
N 1.23 -0.60 -0.29
H 4.11 -1.95 -1.07
```

Charge = +4
Orbital gap (alpha / beta) = 5.914 / 5.770 eV
Max |F| = 0.70 eV/A
2S+1 = 2
E_LUMO (alpha / beta) = -16.718 / -16.863 eV
<S²> = 0.7554

(2)
Density functional theory data (the ωB97M-V functional and the def2-TZVPD basis) for a molecular structure, C13H12Br2ClN4O2RhS in a non-equilibrium geometry.

XYZ file:
```
36
C13H12Br2ClN4O2RhS the ωB97M-V functional and the def2-TZVPD basis
N 1.66 -4.01 0.09
Rh -0.34 -0.39 -0.40
C -0.61 4.34 -0.13
O -2.80 -0.03 0.97
N -0.76 1.55 0.13
C -3.12 -0.79 0.03
C 0.42 2.18 0.17
C 1.66 1.39 0.12
H 1.55 3.96 0.16
H 2.33 -1.71 0.90
Cl -4.62 -2.99 0.11
N -0.71 -4.13 0.14
H 3.09 2.96 -0.48
Br -0.56 6.17 -0.02
C 0.44 -3.53 -0.26
H -2.64 4.34 -0.52
H -2.80 1.71 -0.34
C 4.09 1.12 0.18
H -5.25 -0.79 0.53
C -1.92 2.30 -0.22
N 1.46 0.08 0.34
C -1.80 3.69 -0.31
S 0.47 -2.28 -1.47
H -4.75 -1.05 -1.21
Br 5.85 1.81 -0.02
C 2.98 1.94 -0.02
H 4.73 -0.93 0.39
C 0.51 3.61 0.17
H -0.73 -4.84 0.91
C 3.87 -0.24 0.43
O -2.20 -1.32 -0.79
C 2.61 -0.66 0.61
H 1.66 -4.82 0.71
H -1.63 -3.60 -0.18
C -4.58 -1.27 -0.18
H 2.46 -3.78 -0.54
```

Charge = +2
Orbital gap (alpha / beta) = 7.222 / 5.130 eV
Max |F| = 5.13 eV/A
2S+1 = 5
E_LUMO (alpha / beta) = -7.253 / -10.335 eV
<S²> = 6.0159

(3)
Density functional theory data (the ωB97M-V functional and the def2-TZVPD basis) for a single C13H12ClN3O2 molecule in a non-equilibrium geometry.

XYZ file:
```
31
C13H12ClN3O2 the ωB97M-V functional and the def2-TZVPD basis
C -0.42 1.29 1.24
H 0.34 0.54 3.65
H 0.84 -3.29 3.37
C 0.44 -1.58 3.67
Cl 0.86 -1.49 5.28
N -0.11 2.86 -0.54
H -1.78 0.12 -3.04
C 1.60 2.05 -1.66
C -0.01 -1.22 0.97
H -0.66 3.45 -0.23
H 0.20 -3.42 0.83
H -2.44 -1.33 -2.57
C -1.51 -0.66 -2.51
C 0.25 1.76 0.17
H -0.21 -1.87 -0.85
H -0.49 -1.62 -4.04
H 0.51 3.79 -2.21
N -0.42 -1.32 -2.99
O -2.09 0.56 -0.35
H 2.35 1.76 -2.50
C 0.30 -2.46 1.57
C 0.55 -2.45 2.87
C -1.22 -0.22 -0.97
C 0.26 -0.29 3.19
C 0.81 2.99 -1.81
O -0.91 2.15 1.89
N -0.61 -1.05 -0.21
C 1.38 1.34 -0.60
C 0.03 0.13 1.81
H 1.75 0.23 -0.30
H 0.42 -0.71 -3.16
```

Orbital gap = 7.871 eV
Max |F| = 13.92 eV/A
SMILES = NCC(=O)Nc1ccc(Cl)cc1C(=O)c1ccc[nH]1
E_LUMO = -0.303 eV

(4)
Density functional theory data (the ωB97M-V functional and the def2-TZVPD basis) for a single C13H12ClN3O4 molecule in a non-equilibrium geometry.

XYZ file:
```
33
C13H12ClN3O4 the ωB97M-V functional and the def2-TZVPD basis
H -1.31 3.80 0.25
C -0.29 -1.36 -2.05
C 0.76 0.58 1.66
C 1.04 -1.18 -2.28
C -0.50 0.90 -1.11
O 1.66 1.39 1.65
C 0.89 -3.05 0.98
N -1.24 1.91 -0.60
H -1.26 0.23 1.77
H 3.08 -3.07 0.61
H 0.55 -4.05 0.82
C 0.88 1.05 -1.36
C 0.10 -1.93 1.34
C -1.08 -0.35 -1.46
C -0.75 2.87 0.36
H -0.78 -2.29 -2.30
H -0.95 -1.94 1.52
H 0.31 3.06 0.21
H 1.64 -1.96 -2.72
C 2.16 -2.58 0.86
C 1.62 0.04 -1.92
H 1.37 1.98 -1.12
O -3.16 0.16 -0.68
O 2.22 -1.27 1.12
H -1.99 2.38 2.10
N -0.54 0.93 1.87
C 0.97 -0.86 1.42
Cl 3.30 0.28 -2.18
C -0.94 2.31 1.80
H -2.23 1.68 -0.50
H -0.33 2.89 2.48
N -2.42 -0.69 -1.17
O -2.78 -1.84 -1.37
```

Orbital gap = 7.900 eV
Max |F| = 1.31 eV/A
SMILES = O=C(NCCNc1cc(Cl)ccc1[N+](=O)[O-])c1ccco1
E_LUMO = -0.659 eV